Density functional theory data (wB97M-V/def2-TZVPD) for a cluster of 3 separate species, C20H51O11P4S in total at a distorted geometry.

- 2S+1: 1
- Maximum force: 0.087 hartree/bohr
- Total energy: -3384.06012 Eh
- Orbital gap: 5.792 eV
- Total charge: -1

Last column: Löwdin charge in e.
Element x y z (Å)
C  -1.9303  0.8799  2.1564  -0.061
C  -1.7342  -0.6264  1.9527  -0.261
O  -0.3550  -0.9177  1.7543  -0.162
C  0.1669  -1.9682  2.5463  -0.173
C  0.8297  -1.5560  3.8561  -0.360
C  -0.0675  -0.8722  4.9092  -0.245
O  0.4685  0.3542  5.2972  -0.364
P  1.8431  0.8325  4.3447  0.176
S  3.5094  1.5722  2.9929  0.308
P  3.3185  0.4954  6.0327  0.766
C  3.0433  2.0030  7.0726  -0.374
C  2.7571  -0.9145  7.1063  -0.478
C  2.9327  -0.6726  8.6204  -0.188
O  1.9891  -0.7726  3.7037  -0.358
H  -2.4927  1.0939  3.0653  0.069
H  -2.4472  1.3183  1.3036  0.065
H  -0.9566  1.3520  2.2728  0.052
H  -2.1393  -1.1826  2.7990  0.098
H  -2.2714  -0.9610  1.0568  0.099
H  0.9081  -2.4752  1.9235  0.124
H  -0.6113  -2.7086  2.7819  0.122
H  1.2400  -2.5058  4.2349  0.136
H  -1.1287  -0.7549  4.6599  0.100
H  -0.0852  -1.5609  5.7694  0.099
H  1.0238  1.1808  3.2137  -0.025
H  1.7009  2.2065  4.7511  -0.058
H  4.6790  1.2091  3.5329  -0.272
H  2.0559  1.9343  7.5420  0.030
H  3.8279  2.1066  7.8160  0.006
H  2.9946  2.8616  6.4051  0.008
H  1.7138  -1.1957  6.9429  0.042
H  3.3539  -1.7915  6.8546  0.049
H  3.2146  -1.6011  9.1242  0.053
H  1.9993  -0.3537  9.0842  0.061
H  3.7080  0.0580  8.8477  0.041
O  3.7740  1.8945  -2.3700  -0.215
P  2.4957  2.2199  -3.0107  0.431
O  2.0805  3.7453  -2.6938  -0.173
C  3.0652  4.7593  -2.5006  -0.272
C  3.3990  5.4977  -3.7819  -0.079
O  1.3442  1.4186  -2.2539  -0.191
C  1.6342  0.5014  -1.1808  -0.257
C  1.5675  1.1737  0.1672  -0.095
O  1.7962  2.0020  -4.4296  -0.168
C  2.2353  2.6869  -5.6044  -0.271
C  3.6791  2.3910  -5.9607  -0.083
H  3.9680  4.3405  -2.0534  0.112
H  2.6419  5.4583  -1.7787  0.120
H  3.8538  4.8295  -4.5160  0.055
H  4.1033  6.3057  -3.5791  0.078
H  2.5009  5.9286  -4.2280  0.078
H  2.5942  0.0121  -1.3425  0.110
H  0.8656  -0.2728  -1.2276  0.094
H  2.1481  2.0958  0.1923  0.066
H  1.9351  0.5156  0.9515  0.032
H  0.5346  1.4389  0.3977  0.068
H  2.0522  3.7587  -5.4978  0.100
H  1.5837  2.3433  -6.4079  0.118
H  4.3481  2.5901  -5.1197  0.065
H  3.9958  3.0013  -6.8073  0.080
H  3.7989  1.3408  -6.2280  0.081
O  -4.6113  -1.4515  -4.2689  -0.228
P  -4.3202  -2.1846  -3.0298  0.436
O  -4.3274  -3.7724  -3.3115  -0.175
C  -3.9082  -4.3095  -4.5655  -0.278
C  -2.4389  -4.6800  -4.5765  -0.075
O  -5.6118  -2.0345  -2.0813  -0.188
C  -6.7211  -1.2279  -2.4653  -0.285
C  -7.7603  -2.0373  -3.2159  -0.076
O  -3.3298  -2.0830  -1.8050  -0.158
C  -1.9238  -2.3664  -1.9304  -0.243
C  -1.2254  -1.4665  -2.9279  -0.075
H  -4.1335  -3.6160  -5.3778  0.108
H  -4.5095  -5.2055  -4.7277  0.116
H  -1.8088  -3.7988  -4.4458  0.059
H  -2.1747  -5.1467  -5.5265  0.079
H  -2.2091  -5.3813  -3.7733  0.081
H  -6.3923  -0.3704  -3.0514  0.105
H  -7.1504  -0.8383  -1.5410  0.116
H  -7.3014  -2.6162  -4.0175  0.072
H  -8.5217  -1.3842  -3.6452  0.074
H  -8.2495  -2.7449  -2.5444  0.074
H  -1.7827  -3.4249  -2.1592  0.103
H  -1.4996  -2.2092  -0.9386  0.112
H  -1.7177  -1.4853  -3.9054  0.066
H  -0.1876  -1.7748  -3.0528  0.087
H  -1.2368  -0.4339  -2.5786  0.086


Density functional theory data (wB97M-V/def2-TZVPD) for a cluster of 3 separate species, C20H53BBrN6O5P2 in total at a distorted geometry.

- 2S+1: 1
- Maximum force: 0.123 hartree/bohr
- Total energy: -4780.10887 Eh
- Orbital gap: 5.384 eV
- Total charge: -1

Last column: Löwdin charge in e.
Element x y z (Å)
C  1.0817  1.7521  5.3330  -0.093
C  0.2765  1.2335  4.1219  -0.304
C  0.2163  2.2058  2.9498  -0.602
Br  -0.8182  1.3480  1.5029  0.721
C  -0.3112  3.6152  3.2322  -0.383
O  0.3885  4.3274  4.2030  -0.088
B  -0.5932  5.2742  4.8309  -0.607
O  -1.8561  5.1390  4.0430  -0.094
C  -1.8352  3.9383  3.3093  -0.317
C  -2.8207  2.8675  3.8222  -0.152
C  -3.5362  3.2929  5.1136  -0.163
C  -4.5291  2.1872  5.4979  -0.261
O  -5.7420  2.4338  4.7637  -0.088
H  0.3843  2.2437  6.0125  0.072
H  1.5257  0.9331  5.9011  0.060
H  1.8026  2.5026  5.0223  0.070
H  -0.6949  0.8906  4.4743  0.084
H  0.7874  0.3327  3.7623  0.086
H  1.2233  2.3070  2.5501  0.088
H  -0.0266  4.1515  2.3005  0.133
H  -0.0779  6.3961  4.7523  0.045
H  -0.8611  5.0543  6.0270  0.044
H  -2.1174  4.2299  2.2919  0.128
H  -3.6099  2.7734  3.0704  0.111
H  -2.3961  1.8708  3.9312  0.064
H  -2.8271  3.5019  5.9128  0.107
H  -4.1336  4.1743  4.8876  0.118
H  -4.1092  1.2448  5.1317  0.104
H  -4.7193  2.1579  6.5743  0.104
H  -6.2503  1.6210  4.7878  0.066
O  -2.7624  -0.3379  -1.1844  -0.274
P  -3.0487  -1.5435  -2.0252  0.721
N  -4.6653  -1.8718  -1.5703  -0.323
C  -5.3029  -3.1380  -1.3059  -0.140
C  -5.6109  -0.9001  -2.0933  -0.139
N  -1.8800  -2.6298  -1.3048  -0.317
C  -2.2488  -3.5255  -0.2197  -0.142
C  -0.6375  -1.9413  -0.9353  -0.148
N  -3.0822  -2.4472  -3.5382  -0.317
C  -2.8176  -3.8660  -3.5946  -0.145
C  -2.2977  -1.7637  -4.5812  -0.145
H  -5.6215  -3.6609  -2.2231  0.080
H  -6.1901  -2.9735  -0.6892  0.083
H  -4.6721  -3.8029  -0.7245  0.045
H  -5.8555  -1.0979  -3.1495  0.077
H  -5.2058  0.1102  -2.0157  0.073
H  -6.5352  -0.9175  -1.5140  0.079
H  -2.7678  -3.0131  0.6015  0.094
H  -1.3537  -4.0013  0.1846  0.082
H  -2.8654  -4.3541  -0.5747  0.052
H  -0.7311  -1.4155  0.0208  0.050
H  -0.3548  -1.2077  -1.6890  0.057
H  0.1818  -2.6590  -0.8529  0.085
H  -1.7769  -4.1184  -3.3627  0.085
H  -3.0332  -4.2085  -4.6105  0.084
H  -3.4708  -4.4366  -2.9366  0.063
H  -1.2172  -1.8207  -4.3847  0.079
H  -2.5756  -0.7074  -4.6322  0.076
H  -2.4951  -2.1953  -5.5644  0.074
O  3.1826  -2.2181  -2.0327  -0.275
P  4.1966  -1.2386  -2.5488  0.719
N  5.6232  -1.8909  -1.8648  -0.325
C  6.7393  -1.2090  -1.2548  -0.137
C  6.0389  -3.1335  -2.4921  -0.143
N  3.6063  0.1932  -1.7369  -0.320
C  4.1358  0.5980  -0.4413  -0.132
C  2.1426  0.2388  -1.6740  -0.144
N  4.9989  -0.2982  -3.8044  -0.317
C  5.5003  1.0364  -3.5647  -0.141
C  4.2208  -0.3089  -5.0559  -0.146
H  7.4592  -0.8161  -1.9910  0.081
H  7.2736  -1.9036  -0.6017  0.083
H  6.4214  -0.3978  -0.6077  0.047
H  6.5638  -2.9536  -3.4440  0.078
H  5.1759  -3.7719  -2.6893  0.070
H  6.7033  -3.6913  -1.8302  0.078
H  4.1376  -0.2172  0.2941  0.094
H  3.5405  1.4193  -0.0402  0.085
H  5.1444  1.0059  -0.5300  0.054
H  1.7456  -0.3744  -0.8596  0.069
H  1.6984  -0.1160  -2.6054  0.066
H  1.8072  1.2664  -1.5237  0.088
H  4.7052  1.7707  -3.3975  0.086
H  6.0688  1.3442  -4.4464  0.086
H  6.1939  1.0753  -2.7268  0.064
H  3.3017  0.2882  -4.9723  0.080
H  3.9354  -1.3324  -5.3150  0.074
H  4.8125  0.0792  -5.8868  0.075


Density functional theory data (wB97M-V/def2-TZVPD) for a structure of composition C20H53N4O8Zn at a distorted geometry.

- Expectation value of S²: 0.75
- 2S+1: 2
- Maximum force: 0.074 hartree/bohr
- Total energy: -3393.88803 Eh
- Orbital gap (spin up / spin down): 6.385 / 7.366 eV

Last column: Mulliken spin population.
Element x y z (Å)
Zn  -1.3799  -0.9806  2.2728  0.923
O  1.0088  2.1032  0.3908  -0.004
C  0.4262  0.9389  0.1136  0.139
O  0.3684  0.6599  -1.0732  0.029
O  -0.1017  0.2093  0.9696  0.015
H  1.2371  2.0422  -0.5396  0.004
C  2.1356  0.8467  -5.5254  0.000
C  2.4215  1.7586  -4.3695  0.000
C  1.3218  2.7993  -4.0462  0.000
O  2.5699  1.0040  -3.1713  0.000
H  1.1380  0.4216  -5.6354  0.000
H  2.7630  -0.0442  -5.5542  0.000
H  2.4375  1.2942  -6.4724  0.000
H  3.3822  2.2674  -4.4492  0.000
H  1.1385  3.5248  -4.8387  0.000
H  1.6754  3.3548  -3.1776  0.000
H  0.3353  2.4498  -3.7417  0.000
H  1.6641  0.7482  -2.9824  0.000
C  -2.2461  1.6915  -3.9043  0.000
C  -2.3968  0.2330  -3.5801  -0.001
C  -3.1435  -0.6367  -4.6118  0.000
O  -3.4668  -1.9019  -4.0222  0.000
C  -4.4094  -2.6807  -4.7103  0.000
N  -1.1495  -0.4275  -3.3622  0.000
H  -3.2332  2.1536  -3.9202  0.000
H  -2.0060  1.8012  -4.9618  0.000
H  -1.6631  2.3783  -3.2908  0.000
H  -2.9913  0.1881  -2.6676  0.002
H  -2.5154  -0.7834  -5.4905  0.000
H  -4.0057  -0.0438  -4.9169  0.000
H  -5.3137  -2.0731  -4.7463  0.000
H  -4.6730  -3.6192  -4.2225  0.000
H  -4.0096  -2.9800  -5.6791  0.000
H  -0.6609  0.1554  -2.6977  0.001
H  -0.6811  -0.3656  -4.2548  0.000
C  -2.2403  1.2292  5.7833  0.009
C  -1.9019  0.0455  4.9334  0.071
C  -2.8698  -1.0825  4.9959  -0.021
O  -2.6230  -1.9086  3.8106  -0.208
C  -3.5939  -2.9145  3.6614  -0.002
N  -1.7243  0.6308  3.5746  -0.012
H  -2.5629  0.8914  6.7682  0.001
H  -3.1722  1.6823  5.4451  0.002
H  -1.3884  1.9088  5.8028  0.001
H  -0.9380  -0.2789  5.3257  0.016
H  -3.8835  -0.6906  4.9130  0.001
H  -2.7450  -1.7258  5.8670  -0.002
H  -3.3205  -3.8296  3.1361  0.004
H  -4.5501  -2.5301  3.3065  0.003
H  -4.0554  -3.2890  4.5751  0.006
H  -2.4854  1.2698  3.3943  -0.016
H  -1.0052  1.3399  3.5731  0.033
C  1.8555  1.0547  4.0690  -0.031
C  1.6371  2.5615  4.2233  -0.009
C  2.7268  3.3811  3.5297  0.001
O  2.5549  4.7896  3.7422  0.000
C  3.6183  5.5905  3.1939  0.000
N  0.2817  2.7912  3.7142  0.003
H  2.0245  0.8894  3.0050  0.000
H  1.0056  0.4375  4.3603  0.032
H  2.7907  0.6063  4.4042  -0.001
H  1.6148  2.9424  5.2443  0.000
H  2.7973  3.2494  2.4500  0.000
H  3.6418  2.8943  3.8671  0.000
H  4.5244  5.5928  3.7997  0.000
H  3.1237  6.5553  3.0812  0.000
H  3.8606  5.2458  2.1886  0.000
H  0.5261  2.5610  2.7616  0.001
H  0.2711  3.7952  3.8238  0.000
C  2.3888  -2.1869  -1.0575  -0.008
C  1.3100  -2.9064  -1.9186  0.007
C  1.4775  -4.4481  -1.6586  0.001
O  1.6262  -4.8121  -0.2721  -0.001
C  2.4658  -5.9211  0.0266  0.000
N  0.0567  -2.4460  -1.3649  0.003
H  2.2912  -1.1054  -1.1524  0.000
H  3.3808  -2.3790  -1.4664  0.000
H  2.2418  -2.4696  -0.0151  0.009
H  1.3455  -2.6494  -2.9773  0.001
H  2.4078  -4.7549  -2.1366  0.001
H  0.7760  -5.1031  -2.1754  0.000
H  2.4539  -6.2748  1.0575  0.000
H  3.4942  -5.6651  -0.2285  0.000
H  2.2163  -6.7969  -0.5724  0.000
H  0.2460  -1.4812  -1.1339  -0.017
H  0.0493  -2.7737  -0.4096  0.017


What is the total energy in the second record? -4780.10887 Eh